Entry 1:
Computed, not measured: a structure of composition C31H36BLaN6O6S in a non-equilibrium geometry, with wB97M-V/def2-TZVPD.

Each line ends with the Mulliken spin population.
Geometry (Å):
1 La -0.662 -0.843 -0.799  0.000
2 C 2.615 -2.837 -1.989  0.004
3 O 2.033 -1.983 -1.021  0.016
4 C 2.847 -1.240 -0.215  0.053
5 C 4.186 -1.003 -0.457  -0.027
6 C 4.987 -0.330 0.508  0.060
7 C 4.481 0.108 1.693  -0.029
8 C 3.140 -0.110 1.921  0.109
9 C 2.285 -0.742 1.016  -0.103
10 N 0.898 -0.937 1.216  0.141
11 N 0.688 -0.683 2.533  0.440
12 C -0.512 -0.682 3.088  -0.047
13 C -1.716 -0.919 2.389  0.183
14 O -1.817 -1.209 1.134  0.082
15 C -2.956 -0.878 3.138  -0.076
16 C -3.039 -0.723 4.496  0.214
17 C -1.856 -0.462 5.218  -0.057
18 C -1.789 -0.089 6.582  0.030
19 C -0.636 0.272 7.234  -0.041
20 C 0.592 0.251 6.578  0.057
21 C 0.602 -0.151 5.257  -0.038
22 C -0.595 -0.439 4.534  -0.021
23 H 3.603 -3.183 -1.676  0.000
24 H 2.782 -2.270 -2.883  -0.001
25 H 1.894 -3.650 -2.227  0.001
26 H 4.686 -1.406 -1.365  -0.002
27 H 6.004 -0.216 0.202  0.007
28 H 5.086 0.628 2.466  -0.001
29 H 2.742 0.169 2.885  0.015
30 H -3.848 -1.005 2.533  -0.007
31 H -4.003 -0.652 5.058  0.013
32 H -2.713 -0.023 7.154  0.002
33 H -0.695 0.647 8.295  -0.003
34 H 1.475 0.597 7.091  0.004
35 H 1.492 -0.166 4.680  0.009
36 C -1.434 2.487 2.580  0.009
37 N -0.297 2.903 1.793  -0.006
38 C 0.832 3.478 2.494  0.010
39 C -0.096 2.138 0.692  0.017
40 O -0.965 1.518 0.135  -0.004
41 C 1.274 2.224 -0.048  0.002
42 O 1.353 1.262 -1.060  -0.006
43 C 1.722 1.706 -2.345  0.001
44 C 0.444 1.913 -3.143  0.001
45 O -0.591 1.467 -2.687  0.001
46 N 0.564 2.444 -4.370  0.000
47 C 1.811 2.654 -5.072  0.000
48 C -0.606 2.515 -5.201  0.000
49 H -1.677 3.270 3.298  0.000
50 H -1.219 1.571 3.110  0.005
51 H -2.268 2.288 1.921  -0.005
52 H 1.251 4.367 1.990  0.000
53 H 1.637 2.740 2.655  -0.005
54 H 0.448 3.831 3.454  0.001
55 H 2.094 2.079 0.594  -0.009
56 H 1.245 3.229 -0.473  0.000
57 H 2.214 0.826 -2.775  0.000
58 H 2.340 2.592 -2.205  0.000
59 H 2.170 3.678 -5.097  0.000
60 H 1.700 2.320 -6.124  0.000
61 H 2.567 1.938 -4.738  0.000
62 H -1.522 2.394 -4.586  0.000
63 H -0.565 1.738 -5.970  0.000
64 H -0.554 3.434 -5.770  0.000
65 O -2.723 -1.496 -2.048  0.001
66 N -3.541 -2.543 -1.794  0.000
67 C -4.868 -2.447 -2.047  0.000
68 C -5.826 -3.324 -1.587  0.000
69 C -5.337 -4.358 -0.766  0.000
70 C -3.986 -4.576 -0.699  0.000
71 C -3.036 -3.643 -1.191  0.000
72 S -1.378 -3.755 -0.817  0.001
73 H -5.149 -1.556 -2.613  0.000
74 H -6.872 -3.228 -1.893  0.000
75 H -6.048 -5.060 -0.275  0.000
76 H -3.579 -5.397 -0.079  0.000
77 B 1.112 -0.470 -6.142  0.000
78 C 0.818 -0.844 -4.553  0.000
79 N 0.785 -0.959 -3.385  0.001
80 H 1.113 -1.508 -6.769  0.000
81 H 2.168 0.101 -6.103  0.000
82 H 0.194 0.221 -6.560  0.000

Results
charge: -1
HOMO energy (alpha / beta): -0.10436 / -0.15791 Eh
spin multiplicity: 2
energy relative to the best compared isomer or geometry (same formula, charge and spin): 0.0 kJ/mol
electronic energy: -66330.86397 eV
⟨S²⟩: 0.793

Entry 2:
Computed, not measured: a structure of composition C4H2 in a non-equilibrium geometry, with wB97M-V/def2-TZVPD.

Each line ends with the Löwdin charge.
Geometry (Å):
1 C 0.192 0.621 -0.937  0.154
2 C 0.821 -1.477 0.950  0.154
3 C -0.610 0.517 -0.012  -0.096
4 C 0.239 -0.592 0.294  -0.382
5 H -1.631 0.906 0.277  0.152
6 H 0.989 0.026 -0.571  0.019

Results
HOMO energy: -0.36436 Eh
energy relative to the best compared isomer or geometry (same formula, charge and spin): 557.7 kJ/mol
electronic energy: -4170.65310 eV

Entry 3:
Computed, not measured: a cluster of 2 separate species, C5H11NO in total in a non-equilibrium geometry, with wB97M-V/def2-TZVPD.

Each line ends with the Löwdin charge.
Geometry (Å):
1 C 0.858 -0.121 2.490  -0.050
2 N 0.668 -1.337 2.129  -0.011
3 C 0.532 -1.471 0.703  -0.170
4 C -0.653 -1.469 0.036  -0.124
5 C -0.817 -1.145 -1.429  -0.246
6 C -1.484 0.252 -1.400  -0.086
7 H 1.015 0.154 3.607  0.093
8 H 0.820 0.733 1.901  0.032
9 H 1.462 -1.667 0.258  0.091
10 H -1.627 -1.511 0.592  0.119
11 H 0.163 -1.137 -1.881  0.096
12 H -1.334 -1.903 -1.990  0.093
13 H -2.390 0.123 -0.839  0.066
14 H -1.829 0.536 -2.308  0.028
15 H -0.786 0.952 -0.970  0.069
16 O 1.777 2.675 -0.369  0.011
17 H 2.545 3.120 -0.456  -0.027
18 H 1.080 3.217 -0.074  0.017

Results
HOMO energy: -0.31222 Eh
energy relative to the best compared isomer or geometry (same formula, charge and spin): 303.5 kJ/mol
electronic energy: -8898.55218 eV
SMILES string: C=N/C=C/CC.O